1.
Density functional theory data (wB97M-V/def2-TZVPD) for an isolated ion of composition C5H8N and charge +1 at a distorted geometry.

```
14
Properties=species:S:1:pos:R:3:forces:R:3
C 0.09325 1.69788 0.05045 -0.6 3.2 0.9
C 0.54716 0.54776 0.01999 4.3 -5.9 -0.5
C 1.74811 -1.66709 0.79914 0.3 -1.8 1.0
C 1.64183 -0.76179 -0.12809 -2.0 4.0 -0.8
C -1.87132 0.37068 -0.79270 -1.1 -0.5 0.2
N -0.91553 0.61368 0.27975 0.7 0.9 2.2
H 0.13358 2.76666 0.25690 -0.2 -0.4 -0.5
H 2.33789 -2.55822 0.46872 -0.2 0.9 0.8
H 1.33401 -1.66564 1.83321 0.0 0.0 -1.2
H 2.31028 -0.70582 -1.00265 -1.0 0.0 0.2
H -1.62618 -0.57327 -1.26405 0.0 -0.3 0.0
H -2.86867 0.24956 -0.27162 0.9 0.6 -1.2
H -1.70386 1.15533 -1.56399 -0.9 -0.4 0.7
H -1.16056 0.53026 1.31495 -0.2 -0.3 -2.0
```
Forces are in eV/Å.

Total charge: +1
HOMO energy in eV: -14.89
Lowest unoccupied orbital energy in eV: -3.73
Energy above the lowest of the compared OMol25 structures with the same formula, charge and spin in kJ/mol: 459.9
E_tot in eV: -6793.3218
Orbital gap in Eh: 0.410

---

2.
Density functional theory data (wB97M-V/def2-TZVPD) for C19H11Cl4N4O2SSn as an isolated structure.

```
42
Properties=species:S:1:pos:R:3:forces:R:3
Sn -0.73844 -0.81044 -2.19185 0.2 0.7 -0.3
S 1.13639 -1.15178 -0.63723 -0.2 0.0 0.0
C 1.25412 0.51943 -0.05140 0.0 -0.3 -0.1
N 2.28054 0.95544 0.62792 0.0 0.2 0.1
N 3.27555 0.17727 0.87217 0.0 0.0 0.0
C 4.37991 0.59699 1.65251 0.0 0.0 0.0
C 5.44150 -0.28400 1.79178 0.0 -0.1 -0.1
C 6.53093 0.07708 2.56710 0.0 0.0 0.0
C 6.55802 1.31029 3.20060 0.0 0.0 0.0
C 5.49046 2.18542 3.04825 0.0 0.0 0.0
C 4.39609 1.83712 2.27429 -0.1 0.1 0.0
N 0.29216 1.46167 -0.24082 0.2 0.2 0.4
N -0.72768 1.15823 -0.89298 -0.2 -0.3 -0.4
C -1.69236 2.20127 -1.05811 -0.1 0.1 0.0
C -2.99666 1.83265 -1.35964 0.1 -0.1 0.0
C -3.97394 2.80554 -1.50231 0.0 0.0 0.0
C -3.64520 4.14417 -1.35997 0.0 0.0 0.0
C -2.33275 4.50901 -1.08420 0.0 0.0 0.0
C -1.35333 3.54459 -0.93164 0.2 0.0 0.0
H 3.26592 -0.77954 0.52975 0.0 0.0 0.0
H 5.41571 -1.24643 1.29114 0.0 0.0 0.0
H 7.36149 -0.60770 2.67549 0.0 0.0 0.0
H 7.40570 1.59063 3.81080 0.0 0.0 0.0
H 5.50467 3.14810 3.54233 0.0 0.0 0.0
H 3.55845 2.50882 2.14614 0.0 0.0 0.0
H -3.24897 0.78407 -1.44493 -0.1 0.0 0.0
H -4.99403 2.51607 -1.71747 0.0 0.0 0.0
H -4.40797 4.90329 -1.46898 0.0 0.0 0.0
H -2.07131 5.55489 -0.99089 0.0 0.0 0.0
H -0.32640 3.81502 -0.72890 0.0 0.0 0.0
Cl -4.03912 -7.07214 -0.87752 -0.1 -0.1 0.0
C -3.62607 -5.43903 -0.99550 -0.1 0.1 0.0
C -4.66735 -4.42932 -0.64437 0.1 -0.1 0.0
Cl -6.19976 -4.99195 -0.22176 -0.1 -0.1 0.0
C -4.41746 -3.10107 -0.66270 -0.1 0.0 0.0
Cl -5.58147 -1.92567 -0.26075 0.0 0.0 0.0
C -3.10121 -2.63828 -1.03916 -0.2 -0.1 0.0
O -2.78048 -1.46512 -1.07466 0.2 0.1 0.2
C -2.05191 -3.67075 -1.47247 -0.1 -0.2 0.1
O -0.99146 -3.24165 -1.87078 0.2 -0.1 0.1
C -2.39013 -5.08079 -1.40171 0.0 -0.1 -0.1
Cl -1.19215 -6.20140 -1.84754 0.0 0.1 0.0
```
Forces are in eV/Å.

Total charge: +1
HOMO energy in eV: -10.28
Lowest unoccupied orbital energy in eV: -6.14
Energy above the lowest of the compared OMol25 structures with the same formula, charge and spin in kJ/mol: 0.0
E_tot in eV: -96685.5413
Orbital gap in Eh: 0.152

---

3.
Density functional theory data (wB97M-V/def2-TZVPD) for C27H23F6O7SSbTeV as an isolated structure.

```
67
Properties=species:S:1:pos:R:3:forces:R:3
V -1.60514 0.46339 -0.95205 -0.6 0.2 0.0
O -2.43106 2.99451 1.41288 0.0 0.1 0.0
C -2.83405 2.42983 0.45413 0.1 0.0 0.0
O -1.98455 2.16037 -0.62158 0.0 0.0 0.1
C -4.20168 1.80265 0.26708 0.0 -0.1 0.0
C -4.45004 1.48857 -1.20926 -0.1 0.1 -0.1
C -5.86263 0.99415 -1.46582 0.0 0.0 0.0
C -5.83185 -0.44113 -0.88796 0.0 0.0 0.0
C -4.42258 -0.53147 -0.33500 0.0 -0.1 0.0
O -3.64935 0.24147 -1.32929 0.4 -0.1 0.0
C -4.23384 0.35361 0.90929 0.0 0.1 -0.1
C -2.93704 -0.02085 1.58946 0.0 -0.1 -0.2
O -2.75425 -0.20319 2.74408 0.0 0.0 0.2
O -1.88338 -0.17287 0.70475 0.2 0.1 0.0
H -4.94820 2.45309 0.71600 0.0 0.0 0.0
H -4.06322 2.21618 -1.91517 0.0 0.0 0.0
H -6.07858 0.99365 -2.53125 0.0 0.0 0.0
H -6.58963 1.63880 -0.97491 0.0 0.0 0.0
H -5.98039 -1.18557 -1.66662 0.0 0.0 0.0
H -6.57262 -0.61293 -0.10927 0.0 0.0 0.0
H -3.99862 -1.53022 -0.26337 0.0 0.0 0.0
H -5.03910 0.25111 1.63093 0.0 0.0 0.0
Te 0.56258 0.64357 2.08913 0.0 0.1 0.0
C 1.03406 -1.39274 2.08000 0.0 0.0 0.0
C 1.08654 -2.14687 0.91778 0.0 0.0 -0.1
C 1.35830 -3.50320 1.02514 0.0 0.0 0.0
C 1.55546 -4.08206 2.27189 0.0 0.0 0.0
C 1.47897 -3.31459 3.42569 0.0 0.0 0.0
C 1.21391 -1.95593 3.33947 0.0 0.0 0.0
C 2.33048 1.42548 2.85897 0.0 -0.1 0.0
C 3.43710 0.62659 3.13671 0.0 0.0 0.0
C 4.55169 1.21887 3.70856 0.0 0.0 0.0
C 4.55334 2.58126 3.98707 0.0 0.0 0.0
C 3.44139 3.36508 3.70794 0.0 0.0 0.0
C 2.31258 2.78844 3.14769 0.0 0.0 0.0
H 0.93446 -1.70584 -0.05843 0.0 0.0 0.0
H 1.41913 -4.10628 0.12962 0.0 0.0 0.0
H 1.76775 -5.13995 2.34491 0.0 0.0 0.0
H 1.62411 -3.76960 4.39592 0.0 0.0 0.0
H 1.15365 -1.36275 4.24507 0.0 0.0 0.0
H 3.43669 -0.43254 2.91118 0.0 0.0 0.0
H 5.42023 0.61648 3.93728 0.0 0.0 0.0
H 5.42885 3.03448 4.43213 0.0 0.0 0.0
H 3.44802 4.42223 3.93523 0.0 0.0 0.0
H 1.43850 3.39758 2.94609 0.0 0.0 0.0
O 5.51695 -1.45612 -4.35788 -0.1 0.1 -0.1
C 5.37864 -1.53674 -3.02679 0.0 0.0 0.0
O 6.13943 -2.16663 -2.35644 0.0 0.0 0.0
C 4.21044 -0.81607 -2.40159 0.0 0.0 0.0
C 2.99728 -0.62629 -3.04893 0.0 0.0 0.0
C 1.92776 -0.04172 -2.38249 0.0 0.0 0.0
C 2.10289 0.36911 -1.06853 0.0 0.1 0.0
S 0.76006 1.25585 -0.28094 0.1 0.0 0.0
C 3.32809 0.23725 -0.42645 0.0 -0.1 -0.1
C 4.36920 -0.38323 -1.08903 0.0 0.0 0.0
H 4.93929 -0.78633 -4.74727 0.1 -0.1 0.0
H 2.85015 -0.96327 -4.06750 0.0 0.0 0.0
H 0.98789 0.08730 -2.90025 0.0 0.0 0.0
H 3.47825 0.61776 0.56772 0.0 0.1 0.2
H 5.32302 -0.53571 -0.60193 0.0 0.0 0.0
F -0.91687 -0.85439 -1.83448 -0.2 0.0 -0.3
Sb -2.67558 0.09657 -4.57902 0.0 -0.1 -0.1
F -4.19053 1.15500 -4.44624 0.0 0.0 0.0
F -3.29699 -1.40595 -3.72793 0.0 -0.1 0.0
F -0.89058 -0.36228 -4.75999 0.0 0.0 0.0
F -2.93324 -0.08851 -6.38726 0.0 0.0 0.0
F -2.04156 1.21354 -3.15888 0.3 0.0 0.2
```
Forces are in eV/Å.

Total charge: +2
Multiplicity: 2
HOMO energy (spin up / spin down) in eV: -14.62 / -14.63
⟨S²⟩: 0.758
Lowest unoccupied orbital energy (spin up / spin down) in eV: -8.12 / -7.51
Energy above the lowest of the compared OMol25 structures with the same formula, charge and spin in kJ/mol: 117.5
E_tot in eV: -109352.0771
Orbital gap (spin up / spin down) in Eh: 0.239 / 0.261